# 1
Below is a structure of composition C27H63N9O13SZr, with properties calculated with the ωB97M-V functional and the def2-TZVPD basis.

The geometry in XYZ format:
```
114
Properties=species:S:1:pos:R:3:forces:R:3
Zr 21.30109 -0.28137 -10.06934 4.1 -0.8 -2.8
S 24.15238 0.01289 -9.89589 0.4 0.1 -0.7
O 23.13529 -1.14841 -9.74578 0.2 -0.7 1.0
O 24.95122 -0.14609 -11.08208 -0.9 0.0 -0.3
O 22.96556 0.99554 -10.12628 0.2 0.8 0.6
O 24.92641 0.24955 -8.72855 -0.7 0.3 0.4
C 21.55544 -2.90736 -12.34761 0.1 0.1 -0.2
O 21.58647 -1.94456 -11.55380 -1.1 0.1 0.4
N 22.60219 -3.65308 -12.59289 -0.1 -0.5 -0.4
C 23.81359 -3.53589 -11.80627 0.3 0.5 0.2
C 22.69534 -4.47362 -13.80936 0.1 0.0 0.1
H 20.66128 -3.17948 -12.91298 -0.1 0.2 0.0
H 24.44985 -2.75155 -12.21962 0.1 -0.1 0.0
H 24.33376 -4.48896 -11.80691 0.0 0.0 -0.1
H 23.58045 -3.23798 -10.78799 -0.1 -0.1 0.0
H 21.81399 -4.35691 -14.43388 -0.1 0.0 0.1
H 23.56172 -4.13567 -14.38153 -0.1 0.0 0.0
H 22.85288 -5.52304 -13.56735 -0.1 0.0 0.1
C 27.82443 2.43324 -8.68383 0.1 0.6 -0.2
O 28.55845 2.17778 -7.75781 0.0 -0.4 0.1
N 27.91586 3.55746 -9.44185 -0.4 -0.4 0.0
C 26.86537 3.92831 -10.34941 0.0 0.2 -0.5
C 29.00119 4.47961 -9.26756 0.4 0.5 0.6
H 26.99446 1.77706 -9.00493 0.0 0.0 0.1
H 25.93503 3.41187 -10.10745 0.1 -0.1 0.0
H 27.10770 3.75324 -11.40763 0.1 -0.2 0.1
H 26.69160 5.00576 -10.27627 -0.1 -0.1 0.2
H 29.71332 4.44942 -10.09224 -0.1 0.0 -0.1
H 28.61204 5.49266 -9.13054 0.0 0.0 -0.3
H 29.52970 4.25227 -8.34408 0.0 -0.3 -0.1
C 22.25186 0.87235 -13.06289 0.1 -0.3 0.3
O 21.48875 0.40955 -12.18430 -1.0 0.0 0.7
N 21.81673 1.30806 -14.21061 -0.3 0.0 -0.5
C 22.73582 1.82281 -15.20933 0.6 0.8 0.3
C 20.41035 1.31657 -14.58010 -0.2 0.3 -0.4
H 23.33325 0.90215 -12.93220 0.1 0.0 0.3
H 23.74911 1.79619 -14.81865 0.1 -0.3 0.0
H 22.54187 2.88793 -15.35379 -0.2 -0.1 -0.3
H 22.69953 1.27223 -16.14394 -0.2 0.0 0.0
H 19.81467 0.73229 -13.88799 0.1 -0.1 -0.1
H 20.01548 2.33645 -14.62094 0.2 0.0 0.2
H 20.32828 0.94885 -15.60326 -0.1 -0.3 0.1
C 20.61584 -3.09379 -8.17455 0.2 -0.1 0.3
O 20.97218 -2.27101 -9.08076 -0.9 1.6 0.2
N 21.44845 -3.87332 -7.55061 0.0 0.1 -0.6
C 20.97930 -4.84707 -6.56859 0.3 -0.1 0.5
C 22.88807 -3.87376 -7.86922 0.0 -0.3 0.3
H 19.56964 -3.18362 -7.88370 -0.1 0.0 0.0
H 19.89989 -4.82096 -6.45531 0.0 0.1 -0.1
H 21.44972 -4.62759 -5.60832 -0.1 0.1 0.0
H 21.28856 -5.85776 -6.83343 0.0 0.1 -0.3
H 23.21257 -2.90792 -8.23561 -0.2 0.1 0.0
H 23.43622 -4.08831 -6.95481 0.0 0.1 0.0
H 23.10251 -4.64967 -8.60614 -0.1 0.0 0.0
C 25.18353 -1.58770 -6.02714 0.4 -0.1 -0.9
O 24.93279 -2.78442 -5.90718 -0.2 0.0 0.3
N 26.12051 -0.91308 -5.37172 -0.3 0.2 -0.2
C 27.01224 -1.60100 -4.47718 1.0 0.0 0.3
C 26.51713 0.42717 -5.77458 0.3 0.5 0.0
H 24.73261 -0.97199 -6.82245 -0.3 0.0 0.3
H 26.51321 -2.32369 -3.84185 -0.2 0.0 -0.1
H 27.51549 -0.86228 -3.85263 -0.2 0.0 0.1
H 27.81772 -2.09261 -5.03420 -0.2 -0.1 0.0
H 26.62809 1.03999 -4.87911 0.2 0.0 0.0
H 27.45555 0.42985 -6.33645 0.1 -0.1 0.3
H 25.81420 0.95721 -6.41611 -0.4 -0.5 0.0
C 29.15181 -1.04449 -8.25176 -0.2 -0.4 -0.3
O 29.98503 -1.06399 -7.38283 0.1 0.1 0.2
N 28.31601 -2.09614 -8.53173 -0.2 0.2 0.4
C 28.34902 -3.31967 -7.76249 0.5 -0.2 0.2
C 27.31284 -2.01627 -9.54440 0.2 -0.3 -1.1
H 28.98853 -0.19469 -8.93550 0.1 0.1 0.1
H 29.04922 -3.23484 -6.93334 -0.1 0.3 0.0
H 28.74401 -4.14853 -8.36098 -0.4 0.0 -0.1
H 27.35594 -3.53706 -7.36346 0.0 -0.2 -0.1
H 26.30190 -2.26780 -9.20298 0.1 0.2 0.3
H 27.30223 -1.03129 -10.01210 0.0 0.1 0.2
H 27.53368 -2.72212 -10.36429 0.0 0.0 0.2
C 29.26844 -2.03308 -13.40705 -0.5 -0.5 -0.5
O 30.31975 -2.10491 -13.98828 0.2 0.3 0.1
N 28.05733 -2.28726 -14.01250 0.2 0.3 0.2
C 26.85302 -2.34065 -13.25024 -0.5 0.5 0.5
C 27.95307 -2.59411 -15.41424 -0.2 -0.1 -0.5
H 29.14900 -1.79359 -12.33779 0.1 0.1 0.0
H 26.02241 -1.88382 -13.80136 0.0 -0.2 -0.2
H 26.92926 -1.72582 -12.34878 0.2 -0.2 0.0
H 26.54655 -3.34859 -12.94722 0.1 -0.1 -0.1
H 28.84723 -2.30052 -15.95627 0.2 -0.1 0.2
H 27.76299 -3.65786 -15.59375 0.1 0.0 0.1
H 27.11219 -2.04508 -15.85595 0.0 0.0 0.1
C 20.31498 3.01800 -9.91336 0.4 0.4 -0.6
O 20.65526 1.80667 -9.98485 -1.2 -1.3 0.5
N 19.42021 3.60199 -10.67177 0.1 -0.1 0.3
C 19.04682 4.99645 -10.41594 -0.3 0.0 0.4
C 18.55647 2.87690 -11.58340 0.1 -0.4 -0.5
H 20.85858 3.69218 -9.25296 0.0 -0.1 0.2
H 19.79385 5.47797 -9.79213 0.1 0.0 -0.1
H 18.10251 4.99434 -9.86723 0.0 0.1 -0.1
H 18.91121 5.54432 -11.34224 0.1 -0.1 -0.1
H 17.55229 2.81789 -11.16592 0.0 0.0 -0.1
H 18.52687 3.37024 -12.55544 -0.1 0.3 0.2
H 18.95472 1.88599 -11.79584 0.0 0.0 0.3
C 27.98827 1.13920 -12.18605 -0.1 -0.4 -0.2
O 29.08087 1.21019 -11.68141 0.5 0.1 0.2
N 27.74726 1.30101 -13.51465 -0.5 0.3 0.9
C 28.84780 1.53110 -14.41807 0.9 -0.2 0.1
C 26.42225 1.12510 -14.00899 -0.5 -0.9 -1.5
H 27.10516 0.86069 -11.58438 -0.2 0.2 -0.2
H 28.54942 1.39554 -15.45314 -0.2 0.1 0.0
H 29.65382 0.82261 -14.20633 -0.1 -0.1 0.0
H 29.30512 2.50992 -14.26295 -0.3 0.1 -0.1
H 26.18659 1.79454 -14.84232 0.2 0.4 0.3
H 26.32733 0.12908 -14.47779 -0.1 0.0 0.1
H 25.63602 1.18381 -13.26151 0.3 0.2 0.4
```
Forces are in eV/Å.

Values from the calculation:
HOMO energy in eV: -11.917
Calculated total energy in eV: -81155.16116
Frontier orbital gap in Ha: 0.179
Energy relative to the best compared isomer or geometry (same formula, charge and spin) in kcal/mol: 0.0
Charge: +2
Molecular weight in u: 845.1

# 2
Below is a cluster of 9 separate species, C27H63N9O9 in total, with properties calculated with the ωB97M-V functional and the def2-TZVPD basis.

The geometry in XYZ format:
```
108
Properties=species:S:1:pos:R:3:forces:R:3
C -1.36040 -1.30390 1.31353 2.6 -3.0 -3.3
O -1.85652 -0.36686 1.79916 -1.9 3.1 2.0
N -0.55883 -1.25360 0.17000 1.4 -0.2 0.2
C 0.38211 -2.36641 -0.22888 -1.2 0.4 0.2
C -0.05254 0.06749 -0.30195 -1.5 -0.4 1.2
H -1.51223 -2.34607 1.63451 -0.1 -0.1 0.2
H 0.81294 -2.06273 -1.18295 -0.1 -0.3 0.0
H -0.15223 -3.31001 -0.33936 -0.2 0.1 -0.3
H 1.19731 -2.61036 0.45232 0.0 0.6 0.4
H 0.84559 0.33276 0.25581 0.6 -0.2 -0.6
H -0.02234 0.04951 -1.39139 0.5 0.1 0.2
H -0.75394 0.83641 0.02195 -0.3 -0.1 -0.3
C 4.55595 -5.15680 -3.76278 1.8 0.4 1.8
O 5.03808 -5.52978 -2.66119 -1.6 0.6 -2.4
N 3.38827 -4.54596 -3.99054 -0.6 -0.3 1.3
C 2.97084 -4.01654 -5.28066 0.4 -0.9 0.2
C 2.42243 -4.27509 -2.89028 1.3 -0.1 -0.5
H 5.17366 -5.11790 -4.67334 0.1 -0.5 -0.1
H 3.75856 -4.17958 -6.01621 0.0 -0.2 0.0
H 2.75846 -2.94747 -5.27077 -0.2 -0.1 0.3
H 2.09889 -4.62482 -5.52109 -0.2 0.5 -0.6
H 1.43649 -4.40834 -3.33554 -0.1 0.7 0.4
H 2.52451 -4.90388 -2.00579 0.3 -0.5 -0.5
H 2.74262 -3.28671 -2.56063 -1.1 0.3 0.0
C -2.37256 4.20149 -0.89970 1.3 -2.0 -2.2
O -1.71215 3.17856 -1.29287 -1.4 3.0 1.3
N -2.12269 5.48755 -1.28780 -0.3 -1.1 0.1
C -2.98877 6.56339 -0.90545 -0.6 0.3 0.0
C -1.07987 5.85631 -2.21091 0.6 -0.1 0.0
H -3.31458 4.09062 -0.34068 0.4 0.1 0.3
H -3.99225 6.24586 -0.62211 0.3 -0.4 0.7
H -3.23665 7.15328 -1.78788 0.5 0.4 0.0
H -2.48347 7.14269 -0.13268 -0.5 0.4 0.0
H -0.17175 6.21098 -1.72343 0.3 -0.6 0.4
H -0.88971 4.99896 -2.85658 0.3 0.2 -0.1
H -1.33167 6.76092 -2.76443 -0.6 -0.3 -0.3
C 2.85547 4.11020 2.18689 0.0 -0.5 1.7
O 2.58482 4.52459 3.31745 -0.3 -0.4 -1.8
N 2.02780 3.52141 1.26871 0.7 0.3 -0.1
C 2.57215 2.96123 0.03914 -0.1 0.8 -0.1
C 0.61726 3.37082 1.50468 -0.5 0.3 1.2
H 3.91979 4.05531 1.91048 0.0 0.2 -0.5
H 2.03479 3.36895 -0.81708 -0.3 -0.2 0.0
H 2.51956 1.87273 0.01661 0.0 0.0 0.0
H 3.59337 3.30297 -0.12949 0.1 -0.2 0.4
H 0.40952 3.77542 2.49525 0.1 0.0 0.1
H -0.03194 3.94067 0.83992 0.3 -0.2 -0.5
H 0.31619 2.32482 1.56256 0.0 -0.1 -0.4
C -5.99099 2.68416 0.76309 2.4 -0.1 0.6
O -4.96855 3.41266 0.98623 -3.3 -2.0 -0.8
N -5.98576 1.31150 0.81683 -1.1 1.9 -0.5
C -7.18973 0.49915 0.47753 1.3 0.6 -0.7
C -4.76493 0.63330 1.03307 1.3 -1.3 0.7
H -7.00692 3.01222 0.49393 0.3 0.7 0.1
H -8.01697 1.14396 0.18092 -0.1 0.1 0.8
H -7.38890 -0.25594 1.23797 -0.3 0.4 0.1
H -6.99756 -0.02514 -0.45857 0.3 -0.3 0.0
H -3.83148 1.18879 0.94242 -0.5 0.6 -0.7
H -4.64896 0.30799 2.06690 -0.5 -0.5 0.1
H -4.72117 -0.23557 0.37638 0.2 -0.1 0.1
C 0.23933 -1.25821 -4.62708 2.8 -1.8 1.2
O 1.02000 -1.78112 -3.77952 -2.5 0.9 -1.4
N 0.32461 0.00397 -4.98270 -0.5 2.1 -0.1
C -0.34276 0.50523 -6.17223 -0.7 -0.1 -0.1
C 0.95260 1.03476 -4.16308 0.5 0.0 -0.2
H -0.44438 -1.78870 -5.30777 0.0 -0.5 0.5
H -1.16557 1.20306 -6.01692 0.1 0.2 0.8
H -0.85371 -0.31849 -6.67074 0.5 -0.1 -0.3
H 0.34161 1.04293 -6.82846 0.2 -0.4 -0.1
H 1.77076 1.48590 -4.72451 -0.2 0.3 -0.2
H 0.18178 1.77062 -3.93414 0.2 0.2 0.2
H 1.45128 0.68119 -3.26064 -0.6 -0.5 -0.1
C -2.95786 4.20582 3.62594 0.9 -0.3 -0.1
O -2.63524 5.36216 3.84025 -0.5 -0.2 -0.2
N -2.83048 3.20524 4.53509 -0.6 -2.0 -0.4
C -2.61399 3.47479 5.90560 0.3 0.8 1.7
C -3.16750 1.76542 4.23885 0.5 0.8 -0.4
H -3.27151 3.80734 2.64868 -0.2 0.3 -0.1
H -3.53233 3.35552 6.48052 -0.2 -0.5 0.1
H -2.32958 4.49817 6.15035 0.1 0.1 -0.8
H -1.82243 2.87229 6.35118 -0.1 -0.4 -0.2
H -2.32373 1.07543 4.23143 0.7 0.5 0.0
H -3.79852 1.29066 4.99019 -0.6 0.6 0.0
H -3.56741 1.67991 3.22847 -0.3 0.2 0.3
C 5.41646 -1.66983 3.23829 -0.5 -0.1 -0.1
O 5.56980 -2.75096 3.80161 0.0 1.4 -0.8
N 4.47264 -1.39410 2.28872 0.8 0.8 -0.7
C 3.99640 -0.05142 1.91958 0.0 -0.2 1.6
C 3.58791 -2.40377 1.85425 -0.3 -1.1 0.1
H 5.98440 -0.73767 3.38223 0.5 -0.3 0.6
H 3.04471 -0.01371 2.44965 -0.6 0.5 -0.5
H 3.87996 0.16172 0.85699 0.1 -0.5 0.0
H 4.55576 0.76384 2.37847 0.5 -0.2 -0.1
H 3.35141 -2.30204 0.79508 0.1 0.0 0.0
H 4.05908 -3.36717 2.04906 -0.2 -0.1 -0.1
H 2.66535 -2.33649 2.43083 -0.4 -0.2 0.0
C 0.28884 -7.31402 0.80852 1.6 -1.7 -2.3
O 0.35145 -8.27176 -0.01901 -0.8 2.7 2.4
N 1.37465 -6.72841 1.34457 2.2 0.9 0.6
C 1.26220 -5.53438 2.23419 0.0 -1.2 -0.8
C 2.81124 -6.96799 0.89798 -1.7 -0.7 0.9
H -0.56624 -6.70901 1.14762 -0.8 -0.8 -0.2
H 2.04467 -5.53821 2.99304 0.1 -0.1 -0.2
H 0.32265 -5.57552 2.78522 -0.1 0.3 -0.3
H 1.39859 -4.67501 1.57770 -0.3 0.4 0.4
H 3.38633 -7.23209 1.78546 0.0 0.0 0.0
H 2.81415 -7.83387 0.23591 0.0 0.4 -0.2
H 3.25422 -6.06217 0.48402 -0.2 -0.1 -0.3
```
Forces are in eV/Å.

Values from the calculation:
HOMO energy in eV: -8.898
Calculated total energy in eV: -60856.47024
Structure (SMILES): CN(C)C=O.CN(C)C=O.CN(C)C=O.CN(C)C=O.CN(C)C=O.CN(C)C=O.CN(C)C=O.CN(C)C=O.CN(C)C=O
Frontier orbital gap in Ha: 0.333
Energy relative to the best compared isomer or geometry (same formula, charge and spin) in kcal/mol: 189.7
Molecular weight in u: 657.9

# 3
Below is a cluster of 4 separate species, C27H64N3O10Si in total, with properties calculated with the ωB97M-V functional and the def2-TZVPD basis.

The geometry in XYZ format:
```
105
Properties=species:S:1:pos:R:3:forces:R:3
C 0.38359 5.09079 -10.03996 0.8 -0.5 -1.2
Si -1.04567 5.28426 -8.75954 -0.6 0.9 0.5
C -2.34952 6.55282 -9.48054 -0.9 -0.2 -0.6
C -0.34176 6.15255 -7.15171 0.1 0.1 1.1
O -1.78876 3.76308 -8.28490 2.9 0.6 0.0
C -0.76339 2.81469 -7.73756 -1.3 -0.9 -0.3
C -1.00718 2.60999 -6.12929 0.2 -1.7 -0.2
C 0.39696 2.28003 -5.28185 -2.2 1.2 1.6
C 1.03264 3.63409 -4.61827 0.9 0.5 1.0
C 2.33684 4.25327 -5.39016 -1.1 0.5 0.4
N 3.30494 3.06962 -5.59953 -2.7 -0.7 -4.2
C 2.54016 2.19553 -6.61358 0.8 0.2 2.0
N 2.92383 2.11314 -7.94606 -0.4 0.1 2.7
N 1.36017 1.42448 -6.07004 2.7 0.6 -0.3
H -0.09460 5.23880 -11.10671 1.1 -0.4 2.0
H 1.24573 5.89281 -9.94005 -1.8 -1.6 -0.1
H 0.86140 4.00706 -10.01691 -0.8 2.2 -0.2
H -3.42715 6.07049 -9.49506 2.1 1.0 0.1
H -2.09884 6.82618 -10.61020 -0.5 -0.4 2.5
H -2.38024 7.50976 -8.80255 0.0 -1.8 -1.5
H 0.81934 6.30881 -7.18349 -2.2 -0.1 0.1
H -0.88664 7.18436 -6.95455 1.3 -2.1 -0.4
H -0.59381 5.45645 -6.24562 0.5 1.4 -1.5
H 0.32645 3.11150 -8.04250 -1.9 -0.3 0.8
H -0.99763 1.77900 -8.27922 0.7 2.2 1.2
H -1.65421 1.61337 -6.01760 1.3 2.3 -0.3
H -1.64558 3.46111 -5.64168 1.5 -1.4 -1.0
H 0.02957 1.60504 -4.36795 0.9 1.5 -2.0
H 0.26842 4.51839 -4.46473 1.3 -2.1 -0.5
H 1.39881 3.33872 -3.52384 -0.6 0.7 -2.4
H 2.09811 4.63886 -6.49072 0.2 -0.3 2.6
H 2.84330 5.11549 -4.73766 -1.1 -2.1 -1.6
H 4.17990 3.45031 -6.02144 -0.8 -0.6 0.1
H 2.99274 3.02644 -8.46110 0.9 -1.5 0.7
H 3.10820 1.16834 -8.36346 -1.1 1.5 0.0
H 1.68421 0.62928 -5.44223 -0.2 1.4 -1.1
C -2.97998 4.25582 -2.25426 0.0 -0.1 0.6
O -3.06029 3.36637 -1.14700 0.3 0.1 -0.7
C -3.51193 2.06420 -1.48856 0.3 -0.2 0.4
C -2.67476 0.98648 -0.78786 -0.3 -0.1 -0.1
O -1.31207 0.88352 -1.21548 0.0 0.5 0.0
C -0.45106 1.99048 -0.91823 0.0 -0.2 0.1
C -0.17033 2.22913 0.57073 -0.6 0.3 -0.2
O -1.33793 2.68362 1.25500 0.3 -0.6 -0.2
C -1.56653 2.01615 2.48666 -0.1 0.2 0.0
H -3.95603 4.70715 -2.43933 0.0 0.1 -0.2
H -2.26462 5.04572 -2.00526 -0.1 -0.1 0.1
H -2.61960 3.75070 -3.15783 -0.1 -0.1 0.0
H -3.47582 1.89568 -2.57287 0.0 0.1 0.1
H -4.55558 1.98090 -1.16160 0.0 -0.3 -0.1
H -3.12715 0.01536 -1.02594 0.1 0.1 -0.1
H -2.73194 1.07470 0.29643 0.0 0.3 -0.1
H -0.80609 2.89504 -1.41107 -0.2 0.1 0.2
H 0.50568 1.75153 -1.39736 0.0 -0.2 0.1
H 0.58500 3.01404 0.66965 0.3 -0.1 -0.1
H 0.22716 1.31004 1.01871 -0.1 0.0 0.0
H -1.35656 0.94348 2.41616 0.1 0.1 0.1
H -2.62262 2.13512 2.74237 0.1 0.1 0.0
H -0.95659 2.47011 3.27132 0.0 -0.2 0.1
C 2.07745 -0.96378 7.04241 -0.3 -0.2 0.2
O 0.69821 -0.96913 7.39066 0.4 0.2 -0.5
C 0.04983 0.27745 7.18590 -0.4 -0.3 -0.1
C -1.32376 0.08578 6.53027 0.0 0.2 0.0
O -1.30613 -0.39554 5.18180 0.2 -0.2 0.3
C -0.82821 -1.73091 4.97339 -0.1 -0.1 -0.1
C -1.69921 -2.84549 5.56655 0.4 0.3 0.3
O -1.66316 -2.83154 6.99364 -0.5 0.3 -0.3
C -2.94406 -2.95686 7.59224 0.4 -0.1 0.1
H 2.66959 -0.58576 7.87734 0.2 0.1 0.0
H 2.37910 -1.99421 6.83054 -0.1 0.1 0.1
H 2.26862 -0.36747 6.14278 0.0 0.0 0.1
H 0.65335 0.94876 6.56096 0.0 -0.1 0.0
H -0.08080 0.74650 8.16874 -0.1 0.2 -0.1
H -1.80191 1.07230 6.47941 0.2 -0.1 -0.1
H -1.98242 -0.52392 7.14766 0.2 -0.1 0.1
H 0.21047 -1.81984 5.29026 -0.1 -0.1 0.2
H -0.81602 -1.86896 3.88582 -0.2 0.1 0.1
H -1.30577 -3.81426 5.24549 0.0 0.0 -0.3
H -2.72429 -2.74747 5.18837 0.1 0.1 0.1
H -3.70400 -2.37604 7.05855 0.0 -0.1 0.0
H -2.87832 -2.56698 8.61133 0.1 -0.1 -0.1
H -3.23170 -4.01019 7.63158 -0.2 0.0 0.0
C 1.45935 -7.74154 2.29827 -0.1 0.3 0.4
O 1.10704 -7.46798 3.64906 0.4 -0.3 -0.4
C 0.90332 -8.63223 4.43602 0.2 0.3 0.4
C 1.56302 -8.49142 5.81381 -0.1 -0.2 0.0
O 2.99440 -8.45268 5.81555 -0.2 0.4 -0.2
C 3.61552 -7.31137 5.20998 0.1 0.0 0.2
C 3.38373 -5.97454 5.92548 -0.4 -0.3 -0.4
O 2.02381 -5.55401 5.81667 0.2 -0.3 0.5
C 1.47251 -5.10184 7.04401 -0.1 0.0 -0.4
H 0.55829 -7.91176 1.70687 0.0 -0.1 -0.2
H 1.98603 -6.86866 1.90031 -0.2 0.0 0.1
H 2.13212 -8.60323 2.21876 -0.1 0.0 0.0
H 1.29862 -9.52879 3.94068 0.0 0.1 0.0
H -0.17866 -8.75834 4.56426 0.0 -0.2 0.2
H 1.29674 -9.38276 6.39606 0.2 0.0 -0.2
H 1.15483 -7.64890 6.37083 0.0 0.1 -0.2
H 3.35938 -7.25186 4.15262 -0.2 0.2 0.1
H 4.69217 -7.51616 5.23998 -0.1 0.0 0.2
H 3.99653 -5.20417 5.44864 0.3 -0.1 0.0
H 3.69554 -6.06305 6.97351 -0.1 0.0 -0.1
H 1.78646 -5.72514 7.88817 0.1 0.1 0.0
H 0.38396 -5.16506 6.96696 0.1 0.1 0.0
H 1.75773 -4.06118 7.21566 -0.1 0.0 0.3
```
Forces are in eV/Å.

Values from the calculation:
HOMO energy in eV: -9.989
Calculated total energy in eV: -61843.51242
Frontier orbital gap in Ha: 0.162
Charge: +1
Molecular weight in u: 618.9